Entry 1:
The following is a quantum chemistry calculation of one molecule with the formula C14H23NO2, from the OMol25 dataset.

CARTESIAN COORDINATES (ANGSTROEM)
O1 3.4640 -0.7326 0.3219
C1 2.6582 0.5016 0.5846
C2 1.5230 0.8894 -0.3245
C3 2.0124 1.2681 -1.7455
C4 0.8104 0.9763 -2.7011
C5 -0.5246 1.8721 -2.5645
C6 -1.2247 1.7534 -1.2874
C7 -1.5800 0.3083 -1.0909
C8 -2.3414 0.1661 0.1289
C9 -2.9989 -1.2243 0.2882
O2 -1.9839 -2.2270 0.4929
C10 -0.9338 -1.9552 1.4076
C11 -1.0701 -1.5236 2.7296
C12 -0.0120 -1.2233 3.4342
C13 1.2938 -1.5442 2.9720
N1 1.4088 -1.9974 1.7930
C14 0.4063 -2.1465 0.9338
H1 2.7855 -1.3317 0.6757
H2 3.4314 1.2841 0.5783
H3 2.4956 0.4553 1.5737
H4 0.5516 0.2857 -0.4449
H5 1.0181 1.6755 0.2584
H6 2.2209 2.2883 -1.8233
H7 3.0650 0.6889 -1.8239
H8 1.1930 0.9313 -3.7112
H9 0.6625 -0.0895 -2.6480
H10 -0.2241 2.9538 -2.7220
H11 -1.1741 1.5956 -3.4695
H12 -0.5206 2.0791 -0.5672
H13 -2.1318 2.4466 -1.2041
H14 -0.6944 -0.3538 -1.0025
H15 -2.2029 0.1311 -1.8992
H16 -1.6808 0.2680 1.0119
H17 -3.1612 0.9801 0.0154
H18 -3.5425 -1.3837 -0.6318
H19 -3.6825 -1.1438 1.2115
H20 -2.1258 -1.6681 3.1487
H21 -0.1431 -0.8719 4.4995
H22 2.2297 -1.6632 3.6551
H23 0.7230 -2.7190 -0.0536

Summary:
* calculated total energy: -752.3277 hartree

Entry 2:
The following is a quantum chemistry calculation of C14H23NO2 as an isolated structure, from the OMol25 dataset.

CARTESIAN COORDINATES (ANGSTROEM)
C1 -1.4135 -1.8686 2.2136
C2 -0.6079 -2.0103 0.8112
C3 0.5331 -2.6874 0.6584
C4 1.0954 -2.9208 -0.5519
C5 0.5806 -2.3876 -1.7785
C6 -0.6353 -1.5097 -1.4688
C7 -1.3382 -1.4325 -0.1406
O1 -2.4029 -0.5584 -0.2034
C8 -3.0042 0.2712 -1.1698
C9 -2.5985 1.6902 -0.8859
C10 -1.2031 2.2404 -0.6881
C11 -0.8312 2.1267 0.6638
C12 0.8126 1.8181 0.8348
N1 1.2806 0.7176 0.8977
H1 0.8963 0.1869 -0.1192
C13 2.6223 0.4177 1.0259
C14 3.4461 0.6301 -0.3651
O2 2.8256 0.0359 -1.4270
H2 2.9281 -0.7415 -1.3471
H3 4.4556 0.6282 -0.1988
H4 3.2420 1.8457 -0.7511
H5 2.7574 -0.5118 1.2870
H6 3.1016 1.1708 1.7651
H7 0.9912 2.4163 2.1199
H8 1.2572 2.8432 -0.0327
H9 -1.0511 2.9410 1.2437
H10 -1.1317 0.9675 1.2574
H11 -0.8890 3.1881 -1.1576
H12 -0.6335 1.2789 -1.1560
H13 -2.9995 2.2213 -1.6774
H14 -3.1620 2.2100 -0.0481
H15 -4.0664 0.0743 -1.1191
H16 -2.6188 -0.0275 -2.0566
H17 -0.9420 -1.0322 -2.4263
H18 1.0216 -2.3495 -2.5771
H19 1.9654 -3.3020 -0.5687
H20 0.7727 -3.3005 1.3791
H21 -1.1596 -2.6373 3.0775
H22 -1.2389 -0.8630 2.5963
H23 -2.6578 -1.7795 2.0833

Summary:
* calculated total energy: -751.9772 hartree

Taking the records one at a time from the top gives maximum force values of 5.8; 19.1 eV/Å.
Taking the records one at a time from the top gives molecular weight values of 237.343; 237.343 u.
Taking the records one at a time from the top gives ΔE to the lowest compared entry with this formula, charge and spin values of 95.8; 315.7 kcal/mol.